15
Properties=species:S:1:pos:R:3:lowdin_charge:R:1 method="wB97M-V/def2-TZVPD" e_tot_ha=-590.613780 lumo_energy_ev="-3.89 / -3.76" charge=+1 e_above_lowest_kj_mol=432.4
C -2.477 0.773 0.183 0.048
C -0.263 0.444 -0.090 -0.565
C 1.734 -0.864 0.694 -0.007
N 1.027 0.470 0.714 0.076
O -1.302 0.654 0.592 -0.041
P -0.123 -0.052 -1.907 0.896
H -3.066 1.013 1.057 0.114
H -2.657 0.507 -0.843 0.064
H 2.465 -0.922 -0.051 0.074
H 2.390 -0.843 1.515 0.083
H 1.139 -1.821 0.617 0.143
H 1.532 1.181 0.355 0.118
H 0.871 0.616 1.679 0.162
H -1.129 1.011 -2.380 -0.029
H -1.146 -0.928 -1.934 -0.136